[1]
# C31H41As3N4NiOSe

A molecular structure, C31H41As3N4NiOSe (ωB97M-V with the def2-TZVPD basis set, OMol25).

```
82
Properties=species:S:1:pos:R:3:forces:R:3
Ni -0.464862 0.165246 -2.102197 -0.276 -0.244 -0.234
C -1.679581 -3.219300 -0.959356 -0.065 -0.052 0.033
As -2.181936 -1.586002 -1.917511 0.045 -0.043 -0.011
C -2.919535 -2.407649 -3.525434 0.067 -0.039 0.009
C -3.836888 -1.228993 -0.874128 0.023 -0.014 0.041
C -4.612175 0.105771 -0.966578 -0.037 0.008 -0.108
C -5.562178 0.138279 0.247989 -0.081 -0.010 -0.274
C -3.784696 1.409671 -0.869776 0.085 0.059 -0.029
As -2.220851 1.793931 -2.026899 -0.029 0.135 0.069
C -3.117675 2.362049 -3.659573 -0.032 0.017 -0.036
C -1.854335 3.569208 -1.289684 -0.076 0.084 0.031
C -5.398644 0.129777 -2.299868 0.061 -0.043 0.139
As -7.083310 -0.922764 -2.418458 0.130 -0.032 -0.050
C -6.399506 -2.644727 -3.088531 0.003 0.026 -0.055
C -7.591799 -0.234903 -4.186358 0.006 0.034 -0.044
H -2.525567 -3.889559 -0.798338 -0.022 0.025 -0.019
H -1.241992 -2.953063 0.003506 -0.016 0.017 0.001
H -0.919928 -3.735444 -1.545847 -0.001 0.014 -0.015
H -3.615324 -3.213793 -3.286667 0.091 0.045 0.067
H -2.083628 -2.794788 -4.105838 0.027 0.009 0.009
H -3.408374 -1.651630 -4.137153 0.053 0.004 0.010
H -3.552123 -1.419293 0.165358 0.027 0.027 0.027
H -4.537184 -2.026979 -1.139003 0.020 -0.035 0.096
H -4.998017 0.269418 1.174515 0.025 -0.001 -0.042
H -6.128343 -0.790403 0.325912 -0.066 -0.002 0.015
H -6.274534 0.961701 0.156611 -0.013 0.002 0.049
H -3.413459 1.540246 0.150733 0.059 -0.046 0.031
H -4.471431 2.246006 -1.037381 -0.040 -0.016 0.071
H -2.377311 2.849612 -4.291943 0.019 -0.001 0.003
H -3.931176 3.055880 -3.437744 0.014 -0.007 0.045
H -3.494659 1.500575 -4.206010 0.052 -0.008 0.032
H -1.152908 4.069772 -1.956747 0.007 -0.008 -0.001
H -1.386384 3.476223 -0.309479 -0.010 -0.033 0.003
H -2.759516 4.173068 -1.203172 -0.005 -0.016 -0.005
H -4.732709 -0.167458 -3.115314 -0.094 0.025 -0.039
H -5.718161 1.154146 -2.512720 -0.026 0.000 0.012
H -6.091336 -3.295399 -2.270824 0.006 0.028 0.019
H -5.561677 -2.506539 -3.772976 -0.158 0.028 0.035
H -7.212299 -3.140094 -3.620485 -0.024 0.006 0.016
H -7.954918 0.788872 -4.101745 0.021 0.004 0.037
H -8.400916 -0.847007 -4.584601 0.003 -0.013 0.024
H -6.756216 -0.258225 -4.887292 0.027 -0.018 0.035
C 9.214766 0.361307 7.676313 0.004 0.003 0.120
O 9.430032 0.331624 6.279559 0.081 0.000 -0.044
C 8.343817 0.312410 5.473556 -0.155 -0.004 -0.046
C 8.591819 0.288716 4.100831 0.102 -0.003 -0.003
C 7.548811 0.269978 3.203578 -0.075 0.001 -0.073
C 6.222612 0.274129 3.645086 0.058 0.009 0.305
C 5.986473 0.294230 5.016803 0.027 -0.006 -0.212
C 7.029957 0.313461 5.928926 0.049 -0.001 0.140
C 5.134672 0.256323 2.670819 -0.291 -0.005 -0.125
N 5.276530 0.215155 1.367113 0.291 0.003 -0.111
C 4.011117 0.210307 0.848240 -0.402 0.032 0.449
C 3.077126 0.249780 1.865351 0.282 -0.026 -0.235
N 3.808981 0.280891 3.023944 0.084 -0.018 0.048
C 1.670578 0.224614 1.657780 -0.053 -0.028 -0.141
C 0.703733 0.217842 2.667316 -0.114 -0.010 -0.113
C -0.623203 0.148670 2.309012 0.179 -0.015 0.121
C -0.949707 0.085271 0.956953 -0.077 -0.056 -0.017
N -0.059331 0.102944 -0.020089 0.265 0.180 0.223
C 1.245837 0.178063 0.310718 -0.210 -0.037 0.392
C 2.200110 0.184176 -0.771510 0.422 0.012 -0.266
N 1.689548 0.190207 -2.020350 0.101 -0.034 0.304
C 2.531860 0.174947 -3.034961 0.012 0.038 -0.217
C 3.920256 0.154491 -2.876800 0.109 0.015 0.166
C 4.456788 0.161673 -1.612658 0.034 -0.004 -0.052
C 3.586907 0.181077 -0.519175 -0.223 0.024 -0.095
H 10.199359 0.380708 8.134380 0.006 -0.001 -0.016
H 8.679028 -0.528283 8.017995 -0.005 0.004 -0.025
H 8.662849 1.255699 7.977250 -0.004 -0.005 -0.024
H 9.620365 0.285015 3.764625 -0.014 0.003 -0.012
H 7.737015 0.251003 2.138599 0.018 0.004 0.009
H 4.978608 0.291460 5.412253 -0.035 0.006 -0.013
H 6.804602 0.327226 6.985593 0.011 0.002 -0.021
H 3.435219 0.305002 3.953183 0.058 0.010 0.094
H 0.992885 0.254638 3.710373 -0.010 0.008 0.005
H -1.403115 0.132130 3.057540 -0.030 0.000 -0.035
H -1.982807 0.004030 0.655773 -0.083 0.035 -0.061
H 2.079132 0.182844 -4.020663 -0.115 -0.016 0.046
H 4.555776 0.141497 -3.751375 -0.025 -0.003 -0.018
H 5.524838 0.155983 -1.437579 -0.006 -0.001 -0.014
Se -0.525808 0.073325 -4.463301 -0.063 -0.031 -0.432
```
Forces are in eV/Å.

Energy above the lowest of the compared OMol25 structures with the same formula, charge and spin in kJ/mol: 0.0
F_max in eV Å⁻¹: 0.60
E_tot in hartree: -12117.20952
2S+1: 3
Total charge: 0
HOMO energy (spin up / spin down) in eV: -5.89 / -5.91
Orbital gap (spin up / spin down) in eV: 5.601 / 5.648


[2]
# C31H41NO8

4 unconnected molecules or ions with the total composition C31H41NO8 (ωB97M-V with the def2-TZVPD basis set, OMol25).

```
81
Properties=species:S:1:pos:R:3:forces:R:3
O -3.231010 -1.881574 -1.173208 -0.134 -0.228 0.137
C -2.379121 -2.728271 -1.018228 -0.031 0.125 -0.088
C -2.079280 -3.773823 -2.037822 0.127 -0.119 -0.100
C -3.059669 -4.332501 -2.847996 0.115 0.085 -0.072
C -2.702639 -5.312897 -3.761878 0.077 -0.104 -0.087
C -1.378212 -5.720918 -3.887493 0.188 0.108 0.131
C -0.389346 -5.143265 -3.101727 -0.161 0.202 0.090
C -0.749320 -4.178377 -2.170505 -0.057 -0.089 0.055
C 0.266467 -3.532432 -1.286100 0.108 0.130 -0.076
O 1.345832 -3.170567 -1.694850 -0.061 -0.165 0.067
C -0.220182 -3.261511 0.105548 -0.098 -0.143 -0.081
C -1.534375 -2.802960 0.213579 -0.136 0.092 -0.042
C -2.068807 -2.418253 1.436101 0.266 0.116 -0.103
C -1.264195 -2.502854 2.560589 -0.157 0.021 -0.047
C 0.028604 -2.995714 2.462445 -0.106 0.015 0.148
C 0.570451 -3.396982 1.243392 -0.046 0.269 0.135
C 1.941089 -3.956228 1.189476 0.328 -0.151 0.022
C 2.957176 -3.412211 1.975502 0.105 -0.024 -0.055
C 4.236101 -3.950582 1.901135 -0.280 -0.180 -0.236
C 4.449356 -5.023790 1.044674 -0.178 0.175 0.101
C 3.365442 -5.513110 0.321242 0.180 0.047 0.094
N 2.140623 -5.005123 0.382267 0.004 0.076 0.161
H -4.084485 -3.999470 -2.760616 -0.018 0.033 0.032
H -3.452234 -5.772056 -4.392715 -0.065 0.035 0.038
H -1.101793 -6.488398 -4.597286 -0.091 -0.027 -0.047
H 0.651474 -5.427142 -3.172457 0.006 -0.051 -0.098
H -3.080865 -2.040438 1.492254 -0.036 -0.002 0.010
H -1.664291 -2.190982 3.516162 0.058 -0.043 0.063
H 0.608737 -3.086270 3.371296 0.117 -0.057 -0.050
H 2.750245 -2.563043 2.612779 -0.006 0.054 -0.045
H 5.041625 -3.537957 2.493069 0.019 0.013 0.000
H 5.425705 -5.475120 0.934934 -0.011 -0.018 0.014
H 3.506415 -6.363837 -0.335736 -0.078 -0.005 -0.045
C -5.620319 0.466632 2.848813 -0.005 -0.075 0.021
O -4.251100 0.112219 2.765202 0.000 0.085 -0.023
C -3.492147 1.005128 1.960321 0.094 -0.209 0.017
C -2.687821 1.969446 2.801505 -0.006 0.171 -0.040
O -3.515867 2.857127 3.534503 -0.044 -0.070 0.019
C -3.673949 2.495117 4.892811 0.000 0.027 -0.016
H -6.064789 -0.133334 3.641480 0.010 -0.024 -0.012
H -5.746463 1.524653 3.089264 -0.001 0.007 0.000
H -6.136555 0.246104 1.908594 -0.004 0.039 -0.008
H -4.143229 1.552388 1.272934 -0.015 0.022 0.010
H -2.803466 0.402046 1.360241 -0.022 0.027 -0.040
H -2.061788 2.576352 2.139481 0.014 -0.023 0.001
H -2.028068 1.414613 3.477235 -0.003 -0.024 0.007
H -2.756881 2.694123 5.458541 0.006 -0.038 0.009
H -3.940594 1.440842 5.001005 0.003 -0.005 0.006
H -4.475927 3.107478 5.301576 0.014 0.026 -0.008
C 0.472333 0.773710 1.648372 -0.008 -0.049 0.015
O 1.633599 -0.003157 1.431151 0.047 0.096 -0.003
C 1.926345 -0.214972 0.055495 0.047 -0.295 0.157
C 3.035622 0.685073 -0.432810 -0.058 0.107 -0.139
O 2.649345 2.052167 -0.414952 0.041 -0.045 0.091
C 3.159766 2.771951 0.691705 -0.036 0.053 -0.046
H 0.454612 1.047309 2.703033 0.001 -0.025 0.009
H 0.475686 1.684837 1.044084 -0.002 0.005 -0.006
H -0.429247 0.191898 1.420191 0.002 0.029 -0.023
H 1.029272 -0.070682 -0.554971 -0.015 0.015 -0.003
H 2.239631 -1.258141 -0.052202 -0.018 0.032 -0.089
H 3.269101 0.421241 -1.468644 0.008 -0.018 0.012
H 3.938967 0.534471 0.166746 -0.003 -0.009 0.028
H 4.231132 2.967065 0.569195 0.011 -0.028 0.035
H 2.997078 2.235472 1.629483 0.001 -0.001 0.007
H 2.632111 3.724093 0.729800 0.005 0.006 -0.029
C -0.375688 5.243445 -2.995056 0.008 -0.008 0.036
O 0.749931 4.906444 -2.208662 0.000 0.055 -0.054
C 1.766264 4.223419 -2.930668 -0.018 -0.048 0.182
C 2.900844 5.148046 -3.306121 0.048 0.005 -0.173
O 2.499195 6.148758 -4.229976 -0.056 0.007 0.051
C 2.256799 7.406904 -3.631827 0.004 -0.010 -0.028
H -0.989324 5.927857 -2.410910 -0.003 -0.020 0.022
H -0.084767 5.733891 -3.927489 -0.006 -0.003 -0.010
H -0.969080 4.352374 -3.228622 0.005 0.005 -0.041
H 1.349916 3.754724 -3.828236 -0.007 0.032 -0.029
H 2.152548 3.434136 -2.280793 -0.002 -0.012 -0.015
H 3.689925 4.560379 -3.785356 0.005 -0.007 0.026
H 3.320628 5.607389 -2.405205 -0.006 0.000 0.021
H 3.197024 7.887293 -3.338133 -0.010 0.000 0.039
H 1.610513 7.318865 -2.755061 0.003 0.007 0.008
H 1.763360 8.031461 -4.374897 0.022 -0.004 -0.020
```
Forces are in eV/Å.

F_max in eV Å⁻¹: 0.41
E_tot in hartree: -1862.41848
SMILES: O=C1c2ccccc2C(=O)c2c1cccc2-c1ccccn1.COCCOC.COCCOC.COCCOC
Total charge: 0
HOMO energy in eV: -8.97
Orbital gap in eV: 8.511


[3]
# C31H42As2FeN10O10PS

A molecular structure, C31H42As2FeN10O10PS (ωB97M-V with the def2-TZVPD basis set, OMol25).

```
98
Properties=species:S:1:pos:R:3:forces:R:3
Fe -1.136208 1.280297 0.591414 0.044 0.507 0.088
C -5.778771 -0.023249 -2.193339 -0.027 0.022 -0.021
N -4.418631 -0.149901 -1.683945 0.055 -0.045 -0.003
C -3.717008 -1.316417 -1.607943 0.028 0.034 -0.037
C -2.484269 -0.996172 -1.106966 0.047 0.000 -0.041
N -2.427108 0.342241 -0.872620 -0.111 0.070 0.058
C -3.604670 0.854571 -1.241462 -0.025 0.009 -0.027
P -4.166972 2.552925 -1.292256 -0.052 -0.068 0.008
C -2.591829 3.404256 -1.316693 0.028 0.034 0.062
N -1.405046 3.061107 -0.813929 0.045 -0.191 -0.176
C -0.544822 4.058346 -1.157717 -0.030 0.066 0.048
C -1.212406 5.034718 -1.843798 0.032 0.004 -0.005
N -2.501541 4.619410 -1.934696 -0.014 -0.026 0.027
C -3.582321 5.356891 -2.579313 -0.015 0.012 -0.028
C -3.871865 2.261045 2.220948 0.040 0.083 0.025
N -2.699291 2.510374 1.697675 -0.016 -0.134 -0.003
C -2.467164 3.839558 1.998039 -0.020 0.036 -0.010
C -3.517750 4.353296 2.683996 0.024 -0.016 -0.017
N -4.425748 3.326788 2.821926 0.027 -0.049 -0.018
C -5.697922 3.367744 3.530917 -0.044 0.005 0.021
H -5.991010 -0.873592 -2.835527 -0.008 0.000 0.019
H -6.495246 0.000345 -1.373578 -0.010 0.005 -0.007
H -5.872083 0.887616 -2.780592 0.000 -0.017 0.008
H -4.129160 -2.250836 -1.945852 -0.014 -0.036 0.006
H -1.646502 -1.642377 -0.899861 -0.008 -0.036 0.017
H 0.502256 4.037109 -0.920780 0.071 -0.017 0.027
H -0.878646 5.961779 -2.274554 0.017 0.027 -0.013
H -3.149014 6.167357 -3.158414 -0.005 -0.002 0.011
H -4.133624 4.701683 -3.249985 0.001 0.013 0.002
H -4.258039 5.771311 -1.833131 -0.007 -0.006 -0.006
H -1.564706 4.331927 1.684957 0.024 0.011 -0.009
H -3.705755 5.330814 3.089088 0.000 0.032 0.011
H -5.593251 2.943462 4.528051 -0.009 0.001 -0.012
H -6.011340 4.404646 3.611753 0.006 -0.009 0.004
H -6.448710 2.814042 2.973500 0.007 0.001 0.008
N 1.038998 2.738190 1.194380 0.055 -0.014 -0.097
N 1.821650 2.175494 2.204944 0.040 0.167 0.081
C 1.330384 1.202466 2.977803 -0.118 -0.137 -0.074
N 2.136895 0.708008 3.921171 0.061 0.051 0.004
S -0.230661 0.584264 2.794126 0.026 -0.170 0.096
H 1.548917 2.602025 0.323031 -0.025 0.022 0.040
H 0.930132 3.729883 1.384152 0.021 -0.031 -0.030
H 2.814461 2.372552 2.199595 -0.095 -0.021 -0.036
H 3.006425 1.149156 4.173891 0.002 -0.014 -0.009
H 1.791573 -0.033903 4.506675 -0.007 0.031 -0.002
C 1.308538 1.485313 -3.225672 -0.016 0.014 -0.020
O 1.992174 0.503068 -2.429496 -0.012 -0.083 0.013
C 1.479366 0.235164 -1.241948 -0.081 0.126 -0.182
O 0.435472 0.754284 -0.868545 0.148 -0.236 0.302
C 2.252104 -0.832360 -0.550211 0.089 0.051 0.083
C 3.548011 -0.664216 -0.270727 -0.086 -0.033 -0.034
As 4.780663 -2.091760 0.346043 0.012 0.047 -0.031
C 6.051274 -1.947760 -1.153812 0.006 0.022 0.031
C 3.842680 -3.629719 -0.437689 -0.101 0.035 -0.051
C 2.555030 -3.710126 -0.759586 0.150 -0.019 0.092
As 1.182307 -2.449091 -0.168652 -0.061 0.087 -0.091
C 1.579851 -2.575785 1.747094 0.011 -0.065 0.027
C 1.934765 -4.921412 -1.385468 -0.206 0.105 -0.122
O 1.181991 -5.636174 -0.777915 0.011 -0.045 0.050
O 2.187010 -4.983108 -2.689121 0.072 -0.074 0.069
C 1.715692 -6.175458 -3.342808 -0.035 -0.018 -0.037
C 4.655379 -4.887152 -0.560234 -0.089 -0.128 0.099
O 4.245960 -5.915470 -1.028485 0.144 0.034 -0.054
O 5.850567 -4.755128 0.021312 0.030 0.016 -0.014
C 6.654710 -5.950516 0.051947 0.030 -0.034 0.000
C 4.080663 0.737049 -0.345483 -0.075 0.135 0.063
O 3.380583 1.727567 -0.204253 0.055 -0.086 -0.094
O 5.387448 0.805348 -0.492062 0.068 -0.057 0.037
C 5.978950 2.118611 -0.510050 0.010 0.010 -0.031
H 1.711997 1.379934 -4.226586 0.005 0.011 -0.001
H 1.519993 2.479300 -2.832858 -0.006 0.000 0.004
H 0.236132 1.303356 -3.213022 0.002 0.003 -0.018
H 6.747958 -1.140381 -0.960712 0.016 -0.007 -0.004
H 5.528223 -1.778853 -2.092848 -0.002 0.005 0.005
H 6.590687 -2.889013 -1.191422 0.003 0.021 -0.024
H 2.559557 -3.013418 1.932547 -0.055 0.031 -0.038
H 0.803120 -3.197625 2.185064 0.016 -0.038 0.021
H 1.517906 -1.583699 2.183412 -0.063 0.068 0.024
H 2.294070 -6.257748 -4.257102 -0.020 0.012 -0.007
H 0.654791 -6.080978 -3.568979 0.002 -0.017 0.025
H 1.880333 -7.038378 -2.702455 0.014 0.004 -0.023
H 7.590980 -5.660200 0.515783 0.000 -0.005 0.003
H 6.816915 -6.315131 -0.959717 0.009 -0.002 0.009
H 6.153438 -6.717831 0.637613 -0.001 0.004 -0.009
H 7.049064 1.954869 -0.441967 -0.015 0.010 -0.010
H 5.620738 2.705477 0.332354 0.026 -0.006 0.000
H 5.727629 2.620091 -1.442299 -0.012 0.005 0.019
O -4.611580 1.118521 2.205952 0.005 -0.054 -0.002
C -4.046080 -0.093631 2.141204 0.060 -0.069 0.020
C -4.951417 -1.265524 2.366716 0.004 0.028 -0.049
C -3.957869 -2.421085 2.277627 0.016 -0.021 -0.004
C -2.638835 -1.740965 1.945855 0.062 -0.026 -0.048
O -1.585153 -2.260964 1.727853 -0.068 -0.005 0.003
N -2.816104 -0.316700 1.899353 -0.098 0.045 -0.038
H -5.716624 -1.287900 1.588876 -0.022 -0.011 0.018
H -5.463617 -1.176650 3.324188 0.013 -0.001 0.012
H -4.193286 -3.142714 1.497008 0.013 -0.008 0.011
H -3.846758 -2.974576 3.209295 -0.024 0.015 0.006
```
Forces are in eV/Å.

Energy above the lowest of the compared OMol25 structures with the same formula, charge and spin in kJ/mol: 0.0
F_max in eV Å⁻¹: 0.52
E_tot in hartree: -8980.84526
2S+1: 6
Total charge: +2
HOMO energy (spin up / spin down) in eV: -12.53 / -12.61
Orbital gap (spin up / spin down) in eV: 8.126 / 5.935